The following is a DFT calculation (the ωB97M-V functional and the def2-TZVPD basis) of a cluster of 8 separate species, C26H52Br6O10 in total in a non-equilibrium geometry.

```
94
Properties=species:S:1:pos:R:3:forces:R:3:mulliken_charge:R:1
O 26.265 0.593 9.161 1.69 -1.91 1.23 -0.541
C 26.688 -0.549 9.319 -0.80 0.23 -1.86 0.670
O 27.907 -0.996 9.782 -2.37 -1.58 -0.17 -0.335
C 28.838 -0.059 10.081 1.69 3.63 -0.69 -0.293
C 28.673 0.542 11.467 -0.59 -0.39 -0.46 -1.042
C 25.968 -1.740 8.707 -0.39 -0.38 -0.08 -0.932
H 28.712 0.656 9.267 -0.03 1.05 0.37 0.332
H 29.874 -0.320 9.866 -0.12 -1.25 0.43 0.373
H 28.760 -0.305 12.148 0.19 0.33 0.45 0.278
H 27.663 0.944 11.543 -0.04 -0.01 0.10 0.292
H 29.355 1.365 11.683 0.22 -0.34 -0.01 0.354
H 25.018 -1.997 9.174 0.20 0.10 0.57 0.269
H 26.602 -2.626 8.648 -0.07 0.12 0.21 0.283
H 25.628 -1.510 7.697 0.40 0.40 -0.09 0.291
O 21.325 -5.245 -0.452 -0.50 0.04 0.66 -0.544
C 20.148 -5.149 -0.200 0.18 1.55 -1.43 0.721
O 19.535 -3.917 0.037 0.73 -0.62 -0.07 -0.349
C 20.349 -2.664 0.035 -0.83 -0.69 0.12 -0.164
C 21.091 -2.516 1.327 1.15 -0.20 0.65 -1.101
C 19.160 -6.291 -0.414 -0.17 0.60 0.43 -0.938
H 19.603 -1.871 -0.012 -0.23 -0.25 -0.13 0.250
H 20.943 -2.578 -0.875 0.20 -0.44 0.17 0.310
H 21.647 -1.585 1.435 -0.44 0.46 -0.36 0.376
H 21.909 -3.226 1.452 -0.30 -0.50 -0.15 0.309
H 20.426 -2.598 2.187 -0.09 -0.04 -0.11 0.289
H 19.061 -6.897 0.487 0.12 -0.01 -0.01 0.252
H 19.519 -6.911 -1.235 0.11 0.09 0.19 0.298
H 18.172 -5.899 -0.657 0.08 0.02 0.04 0.290
O 27.518 6.348 6.958 -2.16 2.20 0.96 -0.584
C 26.631 7.109 7.382 0.09 -2.82 -2.64 0.805
O 25.436 7.321 6.722 1.24 0.13 0.48 -0.290
C 25.181 6.633 5.505 -0.17 0.34 -1.16 -0.339
C 24.323 7.538 4.545 0.50 -1.08 1.70 -1.033
C 26.594 7.761 8.677 0.98 0.66 1.88 -1.043
H 24.705 5.679 5.734 -0.54 0.18 0.16 0.314
H 26.092 6.304 5.005 0.30 0.47 0.13 0.344
H 23.868 6.810 3.874 0.03 0.58 -0.55 0.339
H 24.907 8.346 4.104 0.08 -0.43 -0.36 0.294
H 23.540 8.031 5.121 -0.15 -0.20 0.04 0.287
H 26.696 8.845 8.629 -0.02 0.01 -0.29 0.278
H 27.452 7.379 9.231 -0.01 0.15 0.09 0.332
H 25.707 7.568 9.281 -0.16 -0.19 -0.44 0.296
O 17.649 -3.791 -10.107 -1.18 -1.24 0.45 -0.565
C 17.407 -4.618 -9.244 0.63 0.23 -1.26 0.638
O 16.544 -5.661 -9.311 0.55 1.51 1.12 -0.282
C 15.896 -6.127 -10.480 0.35 -0.38 -0.74 -0.107
C 16.157 -7.569 -10.370 0.03 -2.21 0.14 -1.198
C 18.259 -4.601 -8.007 -0.26 0.01 0.38 -0.879
H 16.437 -5.864 -11.389 -0.61 1.18 0.00 0.269
H 14.819 -5.966 -10.430 0.20 0.77 -0.30 0.294
H 17.231 -7.720 -10.478 0.04 -0.21 0.42 0.312
H 15.710 -8.232 -11.111 -0.31 0.40 -0.30 0.385
H 15.781 -7.909 -9.406 0.36 -0.23 0.10 0.284
H 19.219 -4.286 -8.415 0.07 0.06 0.59 0.298
H 18.337 -5.507 -7.407 -0.10 -0.21 -0.49 0.301
H 17.849 -3.858 -7.322 0.21 0.31 -0.12 0.251
O 18.755 -18.860 -0.954 -3.46 0.02 1.66 -0.578
C 17.622 -19.240 -0.562 3.35 0.51 -1.86 0.737
O 16.666 -18.505 0.033 0.04 -1.73 -0.86 -0.292
C 16.815 -17.181 0.483 1.58 0.75 0.70 -0.315
C 15.868 -16.204 -0.160 -0.11 -0.37 0.25 -0.961
C 17.298 -20.704 -0.803 -0.06 -0.43 0.13 -0.993
H 17.839 -16.812 0.422 0.22 -0.45 -0.44 0.343
H 16.628 -17.260 1.554 -0.21 0.24 0.06 0.284
H 15.778 -16.322 -1.240 -0.13 -0.31 0.10 0.313
H 16.255 -15.196 -0.014 -0.29 0.03 0.33 0.317
H 14.940 -16.394 0.380 -0.46 0.66 -0.64 0.251
H 17.280 -21.241 0.146 -0.35 0.10 0.13 0.265
H 18.102 -21.178 -1.366 0.20 0.50 0.06 0.323
H 16.404 -20.946 -1.377 -0.33 0.49 0.36 0.305
Br 23.200 -16.829 -7.547 -0.29 0.18 0.03 -0.143
C 22.208 -15.153 -7.307 -0.56 -0.10 0.47 -0.454
C 21.132 -15.355 -6.262 0.05 -0.96 1.18 -0.703
Br 20.189 -13.734 -5.624 0.39 -0.49 -0.66 -0.162
H 21.688 -14.956 -8.245 0.73 0.42 -0.07 0.334
H 22.962 -14.452 -6.949 -0.30 0.20 -0.58 0.355
H 21.532 -15.773 -5.339 0.28 0.25 -0.06 0.377
H 20.415 -16.119 -6.564 -0.30 0.50 -0.30 0.396
Br 23.455 -12.511 0.952 0.38 0.78 -0.64 -0.150
C 24.484 -11.531 -0.458 -0.95 -0.77 0.39 -0.593
C 25.274 -12.511 -1.283 1.53 0.92 0.78 -0.626
Br 26.842 -13.383 -0.227 -1.62 0.70 -1.08 -0.153
H 24.994 -10.672 -0.024 0.42 -0.63 0.30 0.401
H 23.791 -11.071 -1.163 -0.51 -0.25 0.17 0.353
H 25.757 -11.819 -1.974 0.45 -0.60 -0.38 0.351
H 24.673 -13.245 -1.818 0.28 -0.14 0.46 0.416
Br 29.627 -2.697 3.170 0.05 0.37 0.26 -0.177
C 28.623 -1.536 1.953 0.58 -0.68 -0.44 -0.578
C 28.161 -2.491 0.874 -0.04 0.29 -0.07 -0.641
Br 27.286 -1.336 -0.452 -0.28 -0.49 0.04 -0.176
H 29.304 -0.820 1.492 0.03 0.02 0.44 0.386
H 27.828 -1.028 2.499 0.10 -0.26 -0.10 0.386
H 27.556 -3.300 1.283 -0.55 0.40 -0.31 0.412
H 28.975 -2.980 0.338 0.10 0.35 0.17 0.387
```
Forces are in eV/Å.

Results
Kohn-Sham gap = 10.33 eV
E_HOMO = -10.0993 eV
M = 1004.12 g mol⁻¹
structure (SMILES) = CCOC(C)=O.CCOC(C)=O.CCOC(C)=O.CCOC(C)=O.CCOC(C)=O.BrCCBr.BrCCBr.BrCCBr


The following is a DFT calculation (the ωB97M-V functional and the def2-TZVPD basis) of a cluster of 12 separate species, C26H52Cl10O21 in total in a non-equilibrium geometry.

```
109
Properties=species:S:1:pos:R:3:forces:R:3:mulliken_charge:R:1
C 6.212 -2.658 -1.455 0.55 -0.11 -0.35 1.298
Cl 7.412 -2.628 -0.130 -0.04 -0.05 -0.60 -0.159
Cl 6.912 -2.970 -3.107 -0.22 0.13 0.93 -0.196
H 5.521 -3.474 -1.265 -0.06 0.30 -0.02 -0.665
H 5.768 -1.670 -1.485 -0.21 -0.15 -0.05 -0.368
C 4.828 -4.551 3.384 -0.06 0.26 -0.39 -0.476
Cl 3.332 -3.874 4.057 0.29 -0.18 0.09 -0.120
Cl 4.926 -4.176 1.638 0.04 -0.28 0.27 -0.002
H 5.695 -4.088 3.848 -0.22 -0.01 0.07 0.297
H 4.843 -5.629 3.503 -0.14 0.11 0.02 0.304
C 5.336 1.906 1.312 0.03 -0.54 -0.19 -0.651
Cl 3.852 2.861 1.383 0.00 0.10 0.01 -0.102
Cl 5.004 0.246 0.724 0.16 0.42 0.23 0.031
H 6.033 2.362 0.616 -0.15 0.03 0.08 0.310
H 5.743 1.825 2.310 0.01 0.02 0.06 0.409
C -1.407 5.676 3.164 -0.12 0.04 -0.58 -0.388
Cl -1.369 4.351 1.980 0.06 -0.16 0.26 0.000
Cl -1.654 7.200 2.310 -0.07 0.34 0.05 -0.166
H -2.257 5.522 3.821 0.24 -0.05 0.11 0.286
H -0.442 5.742 3.651 -0.12 -0.20 0.19 0.271
C 4.070 2.252 -2.248 0.28 0.00 -0.20 0.191
Cl 5.669 3.000 -2.015 -0.14 0.20 0.13 -0.190
Cl 4.307 0.580 -2.777 -0.04 -0.11 0.07 -0.065
H 3.510 2.280 -1.315 0.12 -0.13 -0.15 -0.356
H 3.579 2.803 -3.048 -0.04 -0.12 0.17 0.398
C 1.302 1.208 4.200 -0.11 -0.25 -0.15 -0.377
O 0.498 1.963 5.126 0.62 -0.33 -0.10 -0.288
C 0.035 1.302 6.194 -0.40 -0.11 0.03 0.783
O 0.141 0.133 6.457 0.34 0.62 -0.42 -0.557
O -0.655 2.130 6.982 -0.43 0.53 0.16 -0.363
C -0.814 3.529 6.662 0.01 -0.21 -0.30 -0.404
H 1.413 1.843 3.325 -0.06 -0.02 0.01 0.126
H 0.792 0.283 3.930 0.03 0.11 -0.01 0.110
H 2.298 0.966 4.589 -0.29 0.16 0.24 0.316
H -1.147 3.729 5.637 0.24 -0.48 0.07 0.070
H 0.122 4.062 6.838 -0.12 0.00 0.07 0.284
H -1.613 3.888 7.301 0.16 -0.03 0.35 0.303
C -7.586 3.210 1.645 0.59 -0.49 -0.37 -0.702
O -6.391 2.466 1.883 -0.14 0.00 0.16 -0.349
C -5.604 2.049 0.873 0.09 -0.06 3.23 0.704
O -5.788 2.152 -0.285 -0.15 0.17 -1.88 -0.546
O -4.587 1.490 1.545 0.38 -0.12 -0.65 -0.270
C -3.459 1.067 0.766 -0.10 0.30 0.06 -0.471
H -7.845 3.587 2.631 -0.18 0.17 -0.18 0.226
H -8.354 2.523 1.278 -0.06 0.36 -0.10 0.294
H -7.345 4.005 0.938 -0.46 0.03 0.04 0.320
H -2.814 0.531 1.456 -0.04 -0.20 -0.08 -0.032
H -2.917 1.943 0.408 -0.08 -0.04 -0.19 0.334
H -3.800 0.459 -0.066 0.19 -0.13 -0.03 0.409
C 1.255 0.299 -3.894 -0.66 0.25 -0.47 -0.014
O 0.212 0.759 -4.759 -0.77 0.28 -0.15 -0.423
C -0.502 1.858 -4.427 0.08 -1.62 -1.47 0.900
O -0.246 2.653 -3.585 0.24 0.78 0.89 -0.575
O -1.528 1.883 -5.295 0.45 0.30 0.21 -0.326
C -2.347 3.056 -5.262 0.17 -0.14 0.27 -0.616
H 0.799 0.002 -2.945 0.54 0.07 0.02 0.085
H 2.001 1.076 -3.802 0.01 -0.02 0.32 0.390
H 1.667 -0.547 -4.450 0.06 0.07 0.42 -0.285
H -1.757 3.976 -5.321 0.03 -0.22 -0.05 0.301
H -2.897 3.059 -4.316 -0.16 0.12 -0.27 0.206
H -2.972 2.946 -6.147 -0.19 0.20 0.27 0.222
C -1.200 -2.796 2.178 -0.87 0.24 -0.63 -0.401
O -2.507 -2.446 1.633 -0.39 0.17 0.70 -0.289
C -3.396 -1.957 2.551 -0.95 -1.16 -3.68 0.873
O -3.145 -1.592 3.628 0.50 0.91 2.81 -0.548
O -4.615 -1.973 1.942 0.36 0.19 0.18 -0.322
C -5.782 -1.474 2.653 0.89 -0.21 0.14 -0.608
H -0.508 -2.673 1.350 0.00 0.02 0.14 -0.193
H -1.255 -3.844 2.470 0.19 0.11 0.30 0.355
H -0.971 -2.106 2.981 0.25 -0.21 0.17 0.332
H -5.505 -1.187 3.665 -0.01 -0.12 0.05 0.337
H -6.506 -2.289 2.658 0.01 0.20 0.00 0.280
H -6.157 -0.588 2.147 0.00 -0.14 -0.18 0.115
C 3.011 -3.090 -5.317 0.40 -0.82 0.08 -0.563
O 3.387 -4.388 -4.823 0.18 -0.63 0.72 -0.353
C 3.518 -4.593 -3.486 0.10 -1.11 -2.42 0.677
O 3.406 -3.748 -2.663 0.00 0.64 1.45 -0.415
O 3.799 -5.909 -3.347 -0.06 0.62 0.44 -0.360
C 4.140 -6.417 -2.029 -0.31 0.46 -0.57 -0.426
H 1.960 -2.934 -5.087 0.00 0.36 0.05 0.290
H 3.155 -3.212 -6.394 -0.13 0.33 0.21 0.260
H 3.681 -2.328 -4.917 -0.26 0.08 0.02 0.219
H 4.673 -7.345 -2.238 0.13 0.25 0.18 0.248
H 3.237 -6.648 -1.463 -0.02 0.14 -0.05 0.269
H 4.735 -5.675 -1.491 0.04 -0.30 -0.04 0.129
C -5.238 1.177 -3.647 0.33 -0.59 0.85 -0.532
O -4.612 -0.096 -3.335 0.08 0.51 0.15 -0.425
C -3.389 -0.109 -2.766 -1.92 -2.49 -0.76 0.895
O -2.698 0.784 -2.447 1.37 2.34 0.50 -0.401
O -3.116 -1.406 -2.613 0.24 -0.43 0.00 -0.431
C -1.874 -1.828 -2.016 -0.34 0.65 -0.06 0.027
H -5.240 1.822 -2.767 0.37 0.11 -0.09 0.284
H -6.290 0.933 -3.814 0.35 0.02 -0.51 0.235
H -4.696 1.602 -4.489 -0.43 0.20 -0.05 0.202
H -1.836 -2.879 -2.284 0.22 -0.04 0.33 0.290
H -1.897 -1.644 -0.936 -0.09 -0.29 -0.12 0.101
H -1.015 -1.293 -2.424 -0.14 0.01 -0.20 -0.150
C 0.243 2.092 -0.369 0.90 -0.45 0.28 0.215
O 1.203 1.018 -0.491 0.03 -0.58 0.48 0.447
C 1.193 -0.059 0.355 1.43 1.09 -3.10 -0.356
O 0.488 -0.283 1.268 -1.26 -0.10 1.74 -0.364
O 2.151 -0.839 -0.155 0.06 -0.45 0.27 0.484
C 2.483 -2.067 0.507 0.07 -0.07 0.10 -0.487
H -0.660 1.807 -0.908 -0.25 0.11 0.46 -0.117
H 0.716 2.909 -0.920 -0.20 -0.01 0.20 0.120
H 0.172 2.334 0.702 -0.57 0.03 -0.47 -0.121
H 1.622 -2.709 0.689 -0.15 0.17 -0.16 0.226
H 2.980 -1.907 1.466 -0.04 0.26 -0.09 0.396
H 3.166 -2.575 -0.173 -0.10 0.05 0.03 -0.120
```
Forces are in eV/Å.

Results
Kohn-Sham gap = 10.98 eV
E_HOMO = -10.6900 eV
M = 1055.21 g mol⁻¹
structure (SMILES) = COC(=O)OC.COC(=O)OC.COC(=O)OC.COC(=O)OC.COC(=O)OC.COC(=O)OC.COC(=O)OC.ClCCl.ClCCl.ClCCl.ClCCl.ClCCl
ΔE to the lowest compared entry with this formula, charge and spin = 0.0 kcal/mol


The following is a DFT calculation (the ωB97M-V functional and the def2-TZVPD basis) of a cluster of 10 separate species, C26H52Cl4O24 in total in a non-equilibrium geometry.

```
106
Properties=species:S:1:pos:R:3:forces:R:3:mulliken_charge:R:1
C -0.697 7.596 -1.716 0.99 0.53 -0.11 -0.717
O -1.321 6.332 -1.571 -0.48 0.57 0.09 -0.311
C -1.015 5.423 -2.492 0.15 -0.11 0.86 0.805
O -0.303 5.569 -3.436 0.38 0.22 -0.97 -0.565
O -1.583 4.301 -2.097 -1.23 -0.55 0.07 -0.295
C -1.616 3.215 -3.012 0.83 -0.75 -0.34 -0.419
H -1.255 8.378 -1.210 -0.36 -0.38 0.17 0.256
H -0.558 7.900 -2.753 -0.19 -0.29 -0.07 0.338
H 0.295 7.541 -1.264 0.01 0.06 0.01 0.279
H -0.682 2.669 -2.877 -0.04 -0.12 -0.25 0.042
H -1.705 3.502 -4.059 0.05 0.41 0.12 0.367
H -2.434 2.533 -2.791 -0.17 0.35 0.42 0.222
C 3.576 -4.891 0.382 -0.80 0.11 0.64 -0.577
O 2.418 -5.285 -0.355 0.11 -0.48 -0.16 -0.423
C 1.420 -4.416 -0.507 0.58 -0.72 0.29 0.739
O 1.463 -3.259 -0.179 -0.38 0.55 -0.15 -0.223
O 0.424 -5.107 -1.026 -0.20 0.39 -0.52 -0.441
C -0.830 -4.478 -1.348 -0.15 0.36 1.02 0.008
H 3.833 -3.866 0.128 0.56 -0.24 -0.17 0.256
H 4.305 -5.678 0.225 0.28 0.37 -0.44 0.276
H 3.342 -4.925 1.452 -0.08 0.15 -0.05 0.252
H -1.211 -3.904 -0.497 0.07 -0.32 0.22 -0.095
H -1.449 -5.354 -1.509 -0.36 0.36 -0.42 0.297
H -0.808 -3.733 -2.143 0.44 -0.55 -0.47 0.037
C -7.243 1.383 -5.014 -1.04 1.29 0.51 -0.697
O -5.969 1.418 -4.376 -0.08 -0.36 -0.35 -0.316
C -5.233 0.318 -4.506 0.44 -0.03 0.52 0.694
O -5.488 -0.648 -5.166 -0.08 -0.18 -0.30 -0.555
O -4.162 0.476 -3.718 0.07 0.69 0.20 -0.170
C -3.119 -0.473 -3.816 0.01 -1.21 -0.21 -0.541
H -7.808 2.118 -4.432 -0.12 -0.21 -0.03 0.250
H -7.774 0.438 -4.964 0.44 -0.25 -0.01 0.325
H -7.254 1.792 -6.024 0.55 -0.40 -0.15 0.289
H -2.151 -0.016 -3.624 -0.18 0.42 -0.26 0.029
H -3.177 -0.961 -4.789 0.33 0.10 0.01 0.392
H -3.218 -1.264 -3.067 -0.31 0.12 0.05 0.281
C -0.612 5.509 5.471 0.32 0.29 -0.25 -0.642
O -0.550 5.501 4.034 -0.39 0.51 0.50 -0.319
C 0.532 4.947 3.524 0.26 -0.90 -1.16 0.825
O 1.538 4.631 4.093 0.25 0.04 0.47 -0.587
O 0.287 4.720 2.224 -0.68 0.43 0.21 -0.243
C 1.202 3.927 1.482 0.78 0.10 0.27 0.153
H 0.273 5.956 5.920 0.18 -0.18 -0.18 0.298
H -0.715 4.474 5.786 -0.19 0.10 0.36 0.267
H -1.447 6.153 5.727 -0.27 -0.33 -0.02 0.235
H 2.210 4.335 1.587 -0.04 0.00 -0.16 0.419
H 0.865 3.972 0.453 -0.01 0.06 0.02 -0.092
H 1.228 2.897 1.837 -0.16 0.07 0.03 -0.189
C -0.628 -2.578 2.266 0.94 -0.31 0.65 -0.361
O -2.032 -2.581 2.069 -0.10 -0.28 -0.17 -0.257
C -2.805 -2.114 3.061 0.40 1.31 -0.01 0.753
O -2.422 -1.507 4.028 0.11 -0.67 0.15 -0.546
O -4.069 -2.284 2.720 -0.31 -1.13 -0.29 -0.338
C -5.082 -2.089 3.730 1.04 1.65 -0.63 -0.677
H -0.155 -3.255 1.563 -0.45 -0.03 -0.33 0.111
H -0.348 -2.952 3.254 -0.32 0.14 0.16 0.447
H -0.121 -1.620 2.141 -0.52 0.32 -0.04 -0.083
H -4.887 -2.677 4.621 -0.35 -0.45 -0.20 0.293
H -5.991 -2.209 3.156 -0.28 -0.52 0.54 0.244
H -5.004 -1.038 4.021 -0.21 -0.07 0.21 0.301
C -1.558 1.955 2.359 0.04 0.27 -0.13 -0.363
O -1.184 1.225 3.513 -0.83 0.10 0.82 -0.413
C 0.035 0.790 3.737 0.20 -0.15 -0.69 0.964
O 0.977 0.903 2.987 0.39 0.01 -0.45 -0.694
O 0.038 0.154 4.874 -0.72 0.19 1.08 -0.377
C 1.223 -0.464 5.337 0.56 -1.02 -1.01 -0.568
H -2.619 1.752 2.225 0.13 -0.19 -0.20 0.328
H -0.964 1.654 1.497 -0.16 0.11 -0.04 0.044
H -1.464 3.029 2.535 0.25 -0.10 -0.05 0.187
H 0.982 -0.933 6.286 0.12 0.52 0.22 0.368
H 2.093 0.187 5.300 -0.20 0.19 0.45 0.370
H 1.477 -1.292 4.665 -0.05 0.12 0.00 0.019
C 1.572 -1.804 -3.614 0.19 1.37 0.99 -0.731
O 0.503 -2.620 -4.075 0.26 -0.22 -0.34 -0.047
C 0.752 -3.394 -5.145 0.85 0.60 -0.12 0.656
O 1.811 -3.433 -5.726 -0.64 -0.36 0.13 -0.581
O -0.366 -4.040 -5.438 -0.10 -0.08 0.18 -0.265
C -0.306 -5.030 -6.463 -0.64 -0.44 -0.10 -0.719
H 1.094 -0.892 -3.251 -0.10 -0.12 0.09 0.087
H 2.340 -1.448 -4.295 -0.32 -0.71 -0.79 0.460
H 2.109 -2.218 -2.760 -0.24 -0.50 -0.06 0.288
H -0.588 -4.615 -7.430 0.49 0.25 -0.02 0.285
H -1.102 -5.739 -6.234 0.14 -0.01 0.22 0.237
H 0.649 -5.547 -6.469 0.10 0.19 -0.16 0.330
C 6.743 -1.432 5.182 -0.51 0.66 2.05 -0.646
O 6.066 -1.986 4.086 1.16 -0.87 -1.04 -0.350
C 4.820 -1.603 3.867 0.35 0.53 0.25 0.676
O 4.143 -1.023 4.666 -0.59 0.11 0.36 -0.525
O 4.489 -1.911 2.622 -0.13 -0.38 0.11 -0.343
C 3.081 -1.978 2.361 0.20 -0.21 -1.17 0.123
H 7.802 -1.664 5.274 0.01 -0.16 -1.18 0.250
H 6.362 -1.827 6.133 -0.41 0.08 -0.24 0.267
H 6.575 -0.354 5.204 0.22 -0.03 0.00 0.298
H 2.653 -2.843 2.867 -0.15 0.30 0.35 0.248
H 3.045 -2.213 1.298 -0.16 0.11 0.07 -0.169
H 2.560 -1.034 2.512 0.08 -0.05 0.47 0.185
C 0.617 0.127 -0.271 0.56 -0.18 -0.29 1.542
Cl -0.761 -0.570 -1.143 -0.04 0.16 0.37 -0.015
Cl 1.149 1.665 -1.021 -0.08 -0.45 0.18 -0.214
H 0.413 0.289 0.783 -0.28 0.20 -0.12 -1.316
H 1.436 -0.582 -0.346 0.00 0.02 -0.16 0.027
C 3.673 1.171 -3.898 0.12 0.31 0.05 0.174
Cl 4.495 -0.091 -2.960 -0.08 0.05 -0.13 -0.158
Cl 4.564 2.710 -3.839 -0.19 -0.19 0.03 -0.179
H 3.601 0.887 -4.942 0.10 -0.20 0.06 0.350
H 2.689 1.319 -3.467 0.05 0.06 0.05 -0.191
```
Forces are in eV/Å.

Results
Kohn-Sham gap = 11.06 eV
E_HOMO = -10.5731 eV
M = 890.49 g mol⁻¹
structure (SMILES) = COC(=O)OC.COC(=O)OC.COC(=O)OC.COC(=O)OC.COC(=O)OC.COC(=O)OC.COC(=O)OC.COC(=O)OC.ClCCl.ClCCl
ΔE to the lowest compared entry with this formula, charge and spin = 0.0 kcal/mol


Which of these has the highest Kohn-Sham gap?
C26H52Cl4O24